[1]
Entry from the OMol25 dataset: 14 unconnected molecules or ions with the total composition C57H102O19 at a distorted geometry (wB97M-V/def2-TZVPD).

Computed properties:
- energy relative to the best compared isomer or geometry (same formula, charge and spin) (kJ/mol) = 0.0
- HOMO-LUMO gap (eV) = 8.4652
- E (a.u.) = -3662.64488

Element x y z (Å)
C1 5.8698 0.7767 0.3769
C2 7.0937 1.3153 0.0526
C3 7.1711 2.7224 0.0233
C4 6.0912 3.4387 0.3472
C5 4.8760 2.8934 0.7326
C6 4.8147 1.5235 0.7479
O1 3.6345 0.8614 0.8672
O2 8.3818 3.3820 -0.1897
H1 5.7153 -0.2601 0.2253
H2 7.9287 0.7030 -0.1975
H3 6.1464 4.5117 0.2498
H4 4.1026 3.5613 1.0263
H5 3.7956 -0.0498 1.2482
H6 8.9205 2.8218 -0.7527
C7 6.5138 -0.3184 -3.5802
C8 7.2397 -1.3037 -2.8973
C9 6.5889 -2.3131 -2.1825
C10 5.2117 -2.3456 -2.0629
C11 4.4730 -1.3124 -2.7043
C12 5.1117 -0.2728 -3.4004
O3 4.3597 0.7359 -3.9565
O4 7.3265 -3.2805 -1.5160
H7 7.0528 0.5325 -3.9842
H8 8.3370 -1.2796 -2.8983
H9 4.7411 -3.0685 -1.4096
H10 3.3928 -1.2734 -2.4716
H11 3.5017 0.7896 -3.5255
H12 8.1421 -2.9463 -1.1244
C13 -2.7867 3.4976 -2.2447
C14 -2.4311 4.3599 -1.2280
C15 -3.3746 5.2104 -0.6203
C16 -4.7569 5.0086 -0.8525
C17 -5.1308 4.0469 -1.8100
C18 -4.1497 3.3549 -2.5427
O5 -4.6123 2.4011 -3.4410
O6 -2.9058 6.1655 0.2703
H13 -2.0722 2.8208 -2.7760
H14 -1.3894 4.6814 -1.0391
H15 -5.4999 5.6685 -0.3972
H16 -6.1483 3.9035 -2.0975
H17 -3.8413 1.8370 -3.6710
H18 -3.3534 6.1308 1.0902
C19 -0.9078 4.2625 4.8789
C20 -1.8129 3.2301 4.8510
C21 -2.3489 2.7546 3.6939
C22 -1.9838 3.3576 2.4921
C23 -1.0626 4.3684 2.5080
C24 -0.5135 4.8555 3.6732
O7 0.4717 5.8223 3.5888
O8 -3.2869 1.7706 3.6861
H19 -0.4465 4.5047 5.8034
H20 -2.1732 2.8210 5.7381
H21 -2.4901 3.0798 1.5829
H22 -0.6863 4.7676 1.5608
H23 0.7479 6.0407 4.4696
H24 -3.8854 1.8522 2.9322
C25 -0.1454 -1.0128 1.2128
C26 0.1818 -0.9294 -0.1193
C27 -0.5944 -0.3068 -1.0671
C28 -1.7786 0.2964 -0.6011
C29 -2.1170 0.1800 0.7288
C30 -1.3432 -0.4931 1.6400
O9 -1.6717 -0.5479 3.0000
O10 -0.2082 -0.1481 -2.3960
H25 0.4835 -1.6376 1.8861
H26 1.0962 -1.4113 -0.5027
H27 -2.3609 0.9147 -1.3048
H28 -2.9796 0.6962 1.1014
H29 -2.3176 0.1873 3.1517
H30 0.7196 0.1838 -2.3738
C31 -6.4799 0.6885 -0.0089
C32 -6.1608 1.4764 1.2606
C33 -6.3466 0.6099 2.5339
O11 -4.8008 1.9811 1.3290
H31 -7.5595 0.3827 -0.0117
H32 -5.8867 -0.2233 -0.1402
H33 -6.3463 1.2577 -0.9671
H34 -6.7637 2.3615 1.2683
H35 -6.2672 1.1193 3.4968
H36 -5.6291 -0.2299 2.5593
H37 -7.3638 0.2056 2.5326
H38 -4.6515 2.4566 0.4950
C34 -4.2453 -3.2016 0.8907
C35 -3.0374 -3.5873 -0.0212
C36 -2.4208 -4.9416 0.2628
O12 -3.3210 -3.5100 -1.4569
H39 -5.1124 -3.8620 0.7784
H40 -4.6368 -2.2143 0.7414
H41 -3.9840 -3.3426 1.9612
H42 -2.3234 -2.8014 0.2113
H43 -3.0948 -5.7625 0.1600
H44 -2.0168 -4.9503 1.2810
H45 -1.6324 -5.1702 -0.4571
H46 -4.0919 -4.0421 -1.5890
C37 -1.9837 -3.6954 4.7246
C38 -2.5389 -3.0155 5.9986
C39 -3.9807 -2.4976 5.8839
O13 -2.4127 -3.9297 7.0927
H47 -2.6783 -4.5077 4.4483
H48 -0.9437 -4.0848 4.8833
H49 -1.9666 -2.9489 3.8912
H50 -1.8305 -2.1642 6.0135
H51 -4.1595 -1.7906 5.0806
H52 -4.2677 -2.0214 6.8154
H53 -4.6733 -3.3441 5.8998
H54 -2.8114 -3.5505 7.8844
C40 4.7078 -3.3936 2.1264
C41 3.8463 -2.4256 2.9157
C42 4.6628 -1.4874 3.8501
O14 3.2509 -1.5137 1.9858
H55 5.2640 -3.9540 2.8471
H56 5.3661 -2.8825 1.3965
H57 4.0674 -4.0243 1.5102
H58 3.0754 -2.9131 3.4982
H59 5.3908 -0.8568 3.3636
H60 5.2740 -2.0619 4.5642
H61 4.0707 -0.8985 4.4676
H62 2.5120 -1.0891 2.4569
C43 2.4094 -1.0529 -6.6132
C44 1.2483 -0.2324 -6.0136
C45 0.6533 0.8429 -6.8895
O15 0.1867 -1.1449 -5.7836
H63 2.7184 -1.8319 -5.9099
H64 3.2946 -0.3670 -6.7278
H65 2.0824 -1.4007 -7.6163
H66 1.5061 0.2986 -5.0831
H67 0.2136 0.4833 -7.8077
H68 1.5049 1.4304 -7.1731
H69 -0.0829 1.4028 -6.3062
H70 0.4839 -1.8282 -5.1342
C46 -4.6404 -0.6814 -2.8619
C47 -3.3319 -0.9904 -3.4865
C48 -3.4672 -1.8672 -4.7436
O16 -2.7814 0.3513 -3.8195
H71 -4.4715 -0.1599 -1.9388
H72 -5.2308 -1.5649 -2.6019
H73 -5.1500 -0.0555 -3.6101
H74 -2.6478 -1.4544 -2.7526
H75 -2.5155 -2.0103 -5.2394
H76 -4.2161 -1.4414 -5.4065
H77 -3.8444 -2.8567 -4.4766
H78 -1.8477 0.1557 -3.8455
C49 1.2568 -4.2842 -1.7457
C50 0.9295 -3.9769 -3.2095
C51 -0.4649 -4.4502 -3.6099
O17 1.1531 -2.5812 -3.4728
H79 1.3488 -5.3721 -1.6179
H80 0.5516 -3.8475 -1.0110
H81 2.2036 -3.8430 -1.4311
H82 1.6946 -4.4674 -3.8753
H83 -1.2948 -4.0628 -2.9850
H84 -0.5064 -5.5383 -3.3499
H85 -0.6877 -4.4701 -4.6771
H86 0.5769 -2.0465 -2.9090
C52 1.4741 3.0554 -2.9526
C53 2.0117 2.4974 -1.6822
C54 1.1888 2.7676 -0.3947
O18 2.2224 1.0764 -1.8601
H87 1.4872 4.1640 -2.9925
H88 0.4813 2.6318 -3.1295
H89 2.0322 2.8073 -3.8343
H90 3.0091 2.9636 -1.5840
H91 0.1564 2.4694 -0.5722
H92 1.1931 3.8381 -0.1146
H93 1.4927 2.2515 0.5210
H94 2.6995 0.8652 -1.0163
C55 1.7679 2.0887 3.4268
C56 1.9826 0.9081 4.3514
C57 1.1965 1.0666 5.6694
O19 1.4843 -0.3324 3.7530
H95 2.4572 2.1600 2.6284
H96 1.8374 3.0553 3.8953
H97 0.7244 2.0800 3.0950
H98 3.0630 0.7079 4.4961
H99 1.5643 1.9189 6.2486
H100 1.2618 0.1602 6.2510
H101 0.1138 1.1723 5.4998
H102 0.5264 -0.1990 3.8244

Atom charges from the Löwdin analysis, given in e for atoms 1 to 8: -0.03 0.02 -0.31 -0.03 0.01 -0.35 -0.01 0.03



[2]
Entry from the OMol25 dataset: 11 unconnected molecules or ions with the total composition C57H114N11O7 at a distorted geometry (wB97M-V/def2-TZVPD).

Computed properties:
- net charge = +3
- HOMO-LUMO gap (eV) = 5.0390
- E (a.u.) = -3368.15699

Element x y z (Å)
C1 0.4341 -0.6274 0.0201
C2 -0.7296 0.3580 -0.3848
C3 -1.9909 -0.0038 0.4189
O1 -0.4171 1.6848 -0.1017
H1 1.4317 -0.1894 -0.0294
H2 0.3096 -1.4703 -0.6626
H3 0.2798 -0.8849 1.0747
H4 -0.9411 0.2041 -1.4527
H5 -1.8416 0.2226 1.4787
H6 -2.3355 -1.0367 0.2803
H7 -2.8541 0.5396 0.0282
C4 0.8571 4.9578 -2.8624
C5 0.3649 3.5196 -2.7481
N1 -0.7944 3.2012 -3.5004
C6 -0.9129 3.3051 -4.8746
C7 -2.1602 2.8930 -5.1824
N2 -2.7619 2.4101 -4.0094
C8 -1.8724 2.6025 -3.0093
C9 -3.9732 1.6067 -3.9284
H8 0.1707 5.6371 -2.3496
H9 0.8764 5.2865 -3.9011
H10 1.7920 5.1451 -2.3328
H11 0.3306 3.3053 -1.6777
H12 1.1890 2.8779 -3.0784
H13 -0.1768 3.8447 -5.4456
H14 -2.6588 2.8190 -6.1338
H15 -1.9191 2.2640 -1.9823
H16 -4.8406 2.2278 -3.7137
H17 -3.8634 0.8675 -3.1396
H18 -4.1420 1.0538 -4.8514
C10 1.5898 3.9414 1.3721
C11 0.3973 4.8588 1.0798
N3 -0.7354 4.5919 1.9707
C12 -1.4548 3.4222 2.0729
C13 -2.5178 3.6806 2.8741
N4 -2.3543 4.9574 3.3890
C14 -1.3570 5.5346 2.7211
C15 -3.2163 5.7080 4.2969
H19 2.1168 4.1472 2.3060
H20 2.3119 4.0613 0.5616
H21 1.3645 2.8737 1.3617
H22 0.0009 4.6613 0.0836
H23 0.7133 5.8977 1.1387
H24 -1.2146 2.4827 1.5905
H25 -3.3529 3.0472 3.1219
H26 -1.1088 6.5814 2.7898
H27 -4.2466 5.3679 4.1789
H28 -3.4114 6.7084 3.9079
H29 -2.7870 5.6459 5.2910
C16 -4.8449 -0.9486 6.8070
C17 -3.5958 -1.5746 6.1545
N5 -3.7170 -1.7087 4.7050
C18 -2.9061 -2.4784 3.9412
C19 -3.4146 -2.4484 2.6553
N6 -4.5308 -1.6217 2.6673
C20 -4.6419 -1.1066 3.9013
C21 -5.3438 -1.2934 1.4911
H30 -5.7666 -1.3551 6.3923
H31 -4.8788 0.1379 6.7495
H32 -4.8393 -1.2568 7.8515
H33 -3.4581 -2.6000 6.4989
H34 -2.6669 -1.0385 6.3575
H35 -2.1022 -3.0383 4.3877
H36 -3.1289 -2.8910 1.7087
H37 -5.3914 -0.4468 4.3031
H38 -6.2467 -0.7834 1.8239
H39 -5.6173 -2.2654 1.0807
H40 -4.8682 -0.6363 0.7655
C22 8.3260 3.9860 0.1853
C23 7.0562 3.8389 0.9930
N7 5.9605 3.5697 0.0517
C24 5.5852 4.4567 -0.9685
C25 4.5416 3.8582 -1.6139
N8 4.2353 2.6827 -0.9172
C26 5.0683 2.5697 0.1219
C27 3.2392 1.6935 -1.3161
H41 8.2095 4.5562 -0.7334
H42 8.6293 2.9958 -0.1676
H43 9.2018 4.2869 0.7576
H44 6.7379 4.7181 1.5530
H45 7.1350 2.9730 1.6490
H46 6.0930 5.3729 -1.2160
H47 4.0885 4.1628 -2.5427
H48 5.0574 1.7525 0.8225
H49 2.3394 1.6741 -0.6924
H50 3.5869 0.6641 -1.2119
H51 2.9353 1.8058 -2.3519
C28 2.5585 -3.3173 0.0027
C29 1.4148 -4.2185 0.5483
C30 1.8115 -4.7573 1.9138
N9 0.7464 -5.6563 2.5693
C31 -0.4402 -4.9034 3.0979
C32 0.3906 -6.9246 1.7858
C33 -0.0331 -7.9952 2.8030
C34 0.4802 -7.4659 4.1236
C35 1.3831 -6.2768 3.8647
H52 3.3951 -3.8508 -0.4466
H53 2.8884 -2.6743 0.8206
H54 2.2172 -2.6147 -0.7558
H55 1.1825 -4.9930 -0.1813
H56 0.5225 -3.5917 0.5873
H57 1.9969 -3.9694 2.6402
H58 2.6048 -5.5016 1.8660
H59 -0.9359 -4.4017 2.2647
H60 -0.0250 -4.0580 3.6555
H61 -1.1424 -5.4560 3.7121
H62 -0.3865 -6.6581 1.0683
H63 1.2856 -7.2611 1.2611
H64 -1.1232 -7.9685 2.7850
H65 0.2683 -9.0336 2.7005
H66 -0.4084 -7.2660 4.7185
H67 1.0598 -8.2997 4.5180
H68 1.3979 -5.6348 4.7451
H69 2.4202 -6.5531 3.6784
C36 0.3655 3.2826 6.9096
C37 0.1376 1.9224 6.2081
C38 1.0401 1.8170 4.9689
N10 1.0937 0.4292 4.3641
C39 -0.2756 -0.1482 3.9559
C40 1.9876 -0.5082 5.2163
C41 2.3462 -1.6379 4.2655
C42 2.3526 -0.9847 2.8918
C43 1.8996 0.4769 3.0433
H70 0.1002 3.1844 7.9606
H71 -0.3431 4.0037 6.4998
H72 1.3761 3.6694 6.7993
H73 -0.9155 1.6903 6.0593
H74 0.5298 1.1062 6.8231
H75 2.0850 2.0083 5.2042
H76 0.6855 2.4513 4.1537
H77 -0.7548 0.7249 3.5157
H78 -0.7179 -0.3592 4.9280
H79 -0.3022 -0.9837 3.2632
H80 1.3666 -0.8944 6.0220
H81 2.8502 0.0517 5.5702
H82 1.4996 -2.3246 4.3148
H83 3.2586 -2.1826 4.4951
H84 1.6276 -1.4440 2.2190
H85 3.2923 -0.9756 2.3401
H86 1.2527 0.7815 2.2209
H87 2.7077 1.1784 3.2477
C44 1.8427 -0.3278 -3.9770
C45 1.3024 0.2022 -5.2907
C46 2.2710 -0.0133 -6.4887
N11 1.4590 -0.3216 -7.7374
C47 0.4763 0.7786 -8.0647
C48 0.7418 -1.6658 -7.8195
C49 0.5794 -1.9228 -9.3310
C50 1.8904 -1.4019 -9.9383
C51 2.4563 -0.4434 -8.8980
H88 1.9776 -1.4135 -3.9461
H89 1.1797 -0.2517 -3.1117
H90 2.8267 0.1232 -3.8250
H91 1.0842 1.2711 -5.2043
H92 0.2863 -0.1578 -5.4810
H93 2.9871 -0.8125 -6.3002
H94 2.8685 0.8752 -6.6908
H95 -0.2858 0.6484 -7.2929
H96 0.1276 0.5539 -9.0679
H97 0.9885 1.7382 -8.0347
H98 -0.2304 -1.7541 -7.3290
H99 1.4454 -2.3391 -7.3276
H100 -0.3192 -1.4530 -9.7229
H101 0.5318 -2.9908 -9.5336
H102 1.7882 -0.7662 -10.8156
H103 2.5874 -2.2206 -10.0977
H104 2.6941 0.4918 -9.4011
H105 3.3662 -0.8540 -8.4610
C52 -1.7512 -1.2948 -3.9752
C53 -2.1399 -1.4307 -5.4660
O2 -2.4907 -2.5479 -5.8760
O3 -2.1114 -0.3830 -6.1603
H106 -1.1634 -0.4065 -3.7257
H107 -1.2534 -2.2164 -3.6674
H108 -2.6423 -1.2437 -3.3450
C54 -5.6036 0.8784 -0.5205
C55 -5.2136 2.3907 -0.2770
O4 -5.4602 2.8538 0.8577
O5 -4.8780 3.1064 -1.2666
H109 -4.9320 0.1565 -0.0566
H110 -5.6497 0.8630 -1.6091
H111 -6.6001 0.7035 -0.1185
C56 -1.9077 -4.3021 -1.0454
C57 -3.0867 -4.5818 -0.0587
O6 -4.1685 -3.9870 -0.1478
O7 -2.8064 -5.3905 0.8867
H112 -2.1317 -4.8163 -1.9790
H113 -0.9949 -4.7731 -0.6726
H114 -1.6682 -3.2391 -1.0957

Atom charges from the Löwdin analysis, given in e for atoms 1 to 8: -0.06 -0.58 -0.05 -0.33 0.05 0.07 0.03 0.09



The lowest E belongs to which entry?
C57H102O19



Look up the HOMO-LUMO gap of the first one.
8.4652 eV



Look up the E of the first one.
-3662.64488 a.u.



Which value of HOMO-LUMO gap does entry 1 give?
8.4652 eV